1.
The following is a quantum chemistry calculation of 10 unconnected molecules or ions with the total composition C19H60BF4N10O9 at a distorted geometry, from the Open Molecules 2025 dataset.

Each line ends with the Mulliken charge.
Positions of all 103 atoms, in Å:
B: 0.31514 0.23247 0.20230  0.1582
F: 1.48080 -0.28645 0.76260  0.0119
F: -0.58004 0.70385 1.22600  -0.3360
F: 0.54296 1.32878 -0.61144  -0.3231
F: -0.42763 -0.81188 -0.39077  0.8878
C: 2.36416 -3.41130 -0.86547  0.4240
O: 2.98825 -4.48329 -0.87097  -0.7908
N: 2.81083 -2.38579 -1.65635  -0.1487
N: 1.27148 -3.16407 -0.13180  0.1849
H: 2.25026 -1.55772 -1.74685  0.0794
H: 3.67483 -2.57080 -2.12569  0.2119
H: 0.76634 -2.29251 -0.22131  -0.5412
H: 1.06354 -3.91743 0.50058  0.1677
C: -0.27873 -2.09130 3.80849  0.4960
O: -0.17362 -2.53130 4.96047  -0.7447
N: 0.79419 -2.08688 2.96496  -0.0500
N: -1.44250 -1.71643 3.24705  -0.1139
H: 0.84068 -1.35863 2.24598  -0.1469
H: 1.67955 -2.33614 3.36910  0.2443
H: -2.22028 -1.53073 3.86150  0.2094
H: -1.54616 -1.23835 2.37598  -0.0778
C: -4.05730 0.61756 1.06099  0.5115
O: -3.97287 0.25797 2.23638  -0.6522
N: -3.06326 0.42823 0.13762  -0.0666
N: -5.23597 1.00812 0.49486  -0.3992
H: -2.14372 0.24543 0.53684  -0.2821
H: -3.11188 1.09632 -0.61490  0.3611
H: -6.11497 0.98990 0.97205  0.2400
H: -5.21310 1.15339 -0.49578  0.1394
C: 3.82615 1.40140 3.56423  -1.4309
C: 4.55881 0.96458 2.30904  0.6401
C: 4.86170 -0.51138 2.30333  -0.3188
O: 5.91277 -0.83559 1.43716  -0.3858
C: 5.95421 -2.21337 1.05812  -0.3566
N: 3.71102 1.29687 1.14833  -0.6850
H: 2.92716 0.78110 3.68111  0.2004
H: 3.53273 2.44264 3.67196  0.3165
H: 4.37421 1.13921 4.47566  0.4674
H: 5.51014 1.50250 2.37033  0.2273
H: 3.95286 -1.10995 2.13948  -0.0366
H: 5.04198 -0.83674 3.34492  0.3733
H: 6.73859 -2.27779 0.31029  0.2715
H: 5.01174 -2.44434 0.54940  -0.0182
H: 6.03058 -2.91090 1.89252  0.3018
H: 2.80087 0.86582 1.28396  0.0869
H: 3.98066 0.67249 0.38592  0.3132
C: 1.41790 1.37017 -4.17692  -1.1059
C: -0.02823 1.78769 -4.47760  0.5257
C: -0.33114 1.55010 -5.96122  -0.7341
O: 0.57162 2.12725 -6.87666  -0.3833
C: 0.35135 3.49100 -7.11181  -0.7118
N: -0.99251 1.10526 -3.65305  -0.6814
H: 2.15943 1.81851 -4.83916  0.4022
H: 1.45313 0.30671 -4.44305  0.1784
H: 1.65101 1.48812 -3.12085  0.2747
H: -0.07798 2.84951 -4.21092  0.2579
H: -1.38444 1.75200 -6.18745  0.4426
H: -0.25198 0.47497 -6.15182  0.1882
H: -0.69184 3.70700 -7.37194  0.3079
H: 0.92728 3.91616 -7.93417  0.2955
H: 0.58514 4.12768 -6.25151  0.2711
H: -0.81869 1.13430 -2.65198  0.1896
H: -0.94298 0.08631 -3.74851  0.2278
C: -2.21471 -3.67484 -0.27334  -1.1278
C: -3.38095 -3.95988 -1.22412  1.0119
C: -3.00856 -4.43210 -2.62116  -1.0062
O: -2.36226 -3.40237 -3.36964  -0.1866
C: -2.27738 -3.58590 -4.75678  -0.8044
N: -4.16558 -5.00725 -0.53015  -0.7734
H: -1.49904 -3.02503 -0.77883  -0.2132
H: -1.70872 -4.63352 -0.14208  0.4159
H: -2.46984 -3.19038 0.66599  0.4011
H: -4.00296 -3.06208 -1.30517  0.1652
H: -3.84888 -4.80234 -3.21656  0.3868
H: -2.27358 -5.24464 -2.56884  0.2900
H: -1.78088 -4.52187 -5.03078  0.3995
H: -1.58471 -2.83264 -5.14388  0.1355
H: -3.22686 -3.36727 -5.25080  0.3262
H: -4.21831 -4.82998 0.46302  0.2568
H: -5.12107 -5.03895 -0.86723  0.2415
C: 0.08986 5.79029 4.50501  -1.6131
C: -0.19527 4.73858 3.45955  0.4882
C: -0.22396 3.29884 3.92410  0.0428
O: -1.35054 3.05277 4.75167  -0.4636
C: -1.38328 1.78293 5.34759  -0.6490
N: -1.51424 5.09715 2.87300  -0.8621
H: 1.04453 5.50046 4.96848  0.3401
H: -0.64753 5.77387 5.30929  0.2738
H: 0.20297 6.80376 4.13093  0.4107
H: 0.59572 4.81542 2.70651  0.4059
H: 0.72372 3.06927 4.43247  0.3263
H: -0.22415 2.59869 3.08245  -0.2177
H: -0.42055 1.45287 5.75687  0.3315
H: -1.61233 1.02097 4.59600  0.0981
H: -2.09837 1.73060 6.16495  0.3212
H: -1.56811 4.61335 1.97402  0.2861
H: -2.17030 4.55824 3.43631  0.3880
O: -0.13838 -1.61766 -2.86419  -0.6636
H: -0.64382 -1.48220 -2.04855  0.1344
H: -0.34396 -2.52352 -3.12447  0.2676
O: -1.76104 3.31710 0.39045  -0.6970
H: -1.54249 3.34513 -0.54726  0.3481
H: -1.25841 2.56385 0.73557  0.2188

Cartesian forces (eV/Å) of the 6 atoms listed first:
B -0.80 0.95 0.67
F -0.35 -0.12 -0.29
F 0.67 -0.05 0.56
F 0.18 -0.52 -0.44
F 0.28 0.00 -0.27
C 1.54 -0.53 -1.07

Values from the calculation:
LUMO = 0.08620 hartree
Total charge = -1
Maximum force = 2.11 eV/Å
HOMO = -6.853 eV

2.
The following is a quantum chemistry calculation of C4H9NO2 in the gas phase, from the Open Molecules 2025 dataset.

Each line ends with the Mulliken charge.
Positions of all 16 atoms, in Å:
C: -0.48716 1.47687 1.62895  -1.3207
C: -0.37201 0.85641 0.24406  0.4890
O: 0.83065 1.35630 -0.31616  -0.5310
C: -0.32910 -0.68190 0.26353  -0.7313
N: -0.17024 -1.20383 -1.08169  -0.1350
C: 1.00701 -1.73465 -1.52458  0.1304
O: 1.20443 -2.16987 -2.63778  -0.5615
H: -1.40470 1.16397 2.15448  0.3612
H: -0.45989 2.56856 1.51796  0.3209
H: 0.39705 1.18285 2.20836  0.3501
H: -1.23144 1.16781 -0.38268  0.2234
H: 0.88983 1.02173 -1.22142  0.3185
H: 0.53772 -1.02247 0.85320  0.2678
H: -1.23009 -1.10435 0.72886  0.3304
H: -0.96637 -1.18818 -1.70513  0.2131
H: 1.78431 -1.68925 -0.72997  0.2747

Cartesian forces (eV/Å) of the 6 atoms listed first:
C 0.09 -0.07 -0.12
C -0.26 -0.13 0.16
O -0.03 -0.06 -0.24
C 0.04 0.12 0.11
N 0.12 -0.12 0.16
C -0.11 0.12 -0.12

Values from the calculation:
LUMO = 0.03045 hartree
Maximum force = 0.46 eV/Å
HOMO = -9.931 eV
Structure (SMILES) = C[C@@H](O)CNC=O
Relative energy (zero: lowest compared OMol25 entry of this formula, charge and spin) = 19.78 kcal/mol

3.
The following is a quantum chemistry calculation of a molecular structure, C10H10N at a distorted geometry, from the Open Molecules 2025 dataset.

Each line ends with the Mulliken charge.
Positions of all 21 atoms, in Å:
C: 2.14888 -0.99747 -0.71685  -0.8143
C: 1.08094 -1.52512 0.04806  -0.2399
C: 0.05223 1.58207 0.02360  0.6913
C: -1.08941 1.77570 0.86297  -0.7524
C: -0.21530 -0.03345 -1.46350  -0.7929
C: 1.85639 0.32117 -0.24650  -0.0232
C: 0.25556 1.09260 1.41223  -0.3688
C: 0.65590 -0.22573 0.80536  -0.0453
C: -0.26221 -0.89123 -0.25131  1.0633
C: -1.53338 -1.66433 0.29177  -1.4235
N: 0.69187 1.01766 -1.06523  -0.3375
H: 2.90220 -1.32853 -1.35199  0.4937
H: -1.09461 2.73900 1.24954  0.3369
H: -2.12882 1.30309 0.84289  0.1963
H: 0.06042 -0.28496 -2.52790  0.3191
H: -1.29845 0.29545 -1.40470  0.4188
H: 2.63814 0.95306 0.00878  0.6217
H: 0.71796 1.44957 2.25321  0.4987
H: -2.24976 -1.10869 0.87165  0.2812
H: -1.16515 -2.37386 0.94373  0.4542
H: -2.02341 -2.09601 -0.58580  0.4229

Cartesian forces (eV/Å) of the 6 atoms listed first:
C -1.51 -0.38 1.72
C 0.17 0.78 -0.99
C 1.19 -0.21 0.85
C -1.53 -2.71 -0.63
C -2.39 0.71 -2.71
C -1.96 -1.71 -0.24

Values from the calculation:
LUMO (spin up / spin down) = -0.20829 / -0.20889 hartree
Total charge = +1
Maximum force = 3.93 eV/Å
HOMO (spin up / spin down) = -12.353 / -12.258 eV
Relative energy (zero: lowest compared OMol25 entry of this formula, charge and spin) = 294.14 kcal/mol

4.
The following is a quantum chemistry calculation of a molecular structure, C30H30N9O6SW, from the Open Molecules 2025 dataset.

Each line ends with the Mulliken charge.
Positions of all 77 atoms, in Å:
W: 0.47582 -0.42347 0.44552  3.3124
C: 5.20783 1.21630 1.48198  -0.7013
O: 4.40109 2.16261 0.78213  -0.4808
C: 3.23566 2.51799 1.41593  0.2903
C: 3.07018 3.79478 1.91222  -0.4962
C: 1.86681 4.17610 2.49539  -0.7749
C: 0.81777 3.27798 2.58805  -0.6989
C: 0.97151 1.99068 2.08503  0.3248
C: -0.09406 0.94320 2.07038  -0.7996
N: -1.03662 0.89337 1.08733  0.1739
N: -2.24275 0.26975 1.43257  -0.7944
C: -2.13149 -1.00582 1.44629  0.4477
O: -0.94063 -1.57744 1.26644  -0.7312
C: -3.28915 -1.89487 1.65673  0.2818
C: -3.14978 -3.26991 1.49885  -0.2051
C: -4.25042 -4.10102 1.65441  -0.9310
C: -5.48892 -3.56133 1.96808  -0.3743
C: -5.62891 -2.18724 2.12851  -0.7924
C: -4.53437 -1.35410 1.97213  -0.3450
C: 2.17431 1.61090 1.49632  0.1507
O: 2.26459 0.38149 0.92890  -1.0296
H: 4.96062 0.19481 1.18708  0.1672
H: 5.07178 1.31063 2.56060  0.3060
H: 6.24625 1.42587 1.23598  0.2991
H: 3.89337 4.49234 1.81994  0.4948
H: 1.75120 5.18389 2.87171  0.4305
H: -0.12508 3.57677 3.03026  0.5360
H: -0.35419 0.46078 3.01268  0.7878
H: -2.18001 -3.68300 1.25402  0.4497
H: -4.13999 -5.17082 1.53131  0.4257
H: -6.34691 -4.20994 2.09042  0.4101
H: -6.59456 -1.76693 2.37686  0.4207
H: -4.62995 -0.28257 2.09044  0.4783
N: 2.93687 -0.47465 -1.59339  -0.2417
N: 2.75984 0.86105 -1.97589  -0.1644
C: 1.69836 1.58634 -1.49038  -0.2538
O: 1.64072 2.78099 -1.57891  -0.6231
O: 0.70533 0.84513 -0.96639  0.4414
H: 3.54750 -0.52442 -0.78560  0.1100
H: 3.34551 -0.97733 -2.37054  0.3514
H: 3.58319 1.43066 -2.10713  0.3121
N: 2.14408 -2.47538 3.94529  0.1419
C: 1.68680 -1.33982 3.41335  -0.6699
N: 1.34550 -1.58493 2.16918  0.5834
C: 1.63169 -2.89819 1.99441  0.1553
N: 2.11887 -3.48197 3.05554  -0.7638
C: 1.44364 -3.44057 0.65945  0.3865
C: 1.64997 -4.75908 0.28536  -0.7207
N: 1.49597 -5.15474 -0.97112  -0.5255
C: 1.14378 -4.23107 -1.85546  -0.7257
C: 0.92880 -2.90896 -1.49575  -0.5246
N: 1.07802 -2.51996 -0.23410  0.3445
H: 2.48432 -2.63687 4.88014  0.2164
H: 1.63063 -0.39351 3.92704  0.5776
H: 1.94522 -5.49870 1.02015  0.4962
H: 1.02448 -4.54372 -2.88551  0.4240
H: 0.64402 -2.15651 -2.21320  0.6322
C: -0.71908 4.96444 -4.17804  -1.4451
C: -1.05716 3.55886 -3.77145  0.9444
C: -0.94972 2.50431 -4.66956  -0.8677
C: -1.20331 1.20040 -4.26690  -0.7882
C: -1.59422 0.96650 -2.95987  1.1510
C: -1.72051 2.00433 -2.04102  -0.0462
C: -1.45038 3.29037 -2.45649  -0.8946
S: -1.80732 -0.70250 -2.42382  0.0299
C: -3.53789 -0.70207 -1.97810  -1.1555
O: -1.14399 -0.82259 -1.06345  -0.4661
H: -0.49729 5.03207 -5.24173  0.3792
H: 0.15435 5.31203 -3.62320  0.3002
H: -1.54234 5.64445 -3.95410  0.3527
H: -0.64031 2.69912 -5.68907  0.3422
H: -1.08848 0.37651 -4.96227  0.4271
H: -1.96210 1.79507 -1.00577  0.0987
H: -1.51374 4.10472 -1.74427  0.4009
H: -3.69279 0.06859 -1.22459  0.3293
H: -3.77409 -1.68558 -1.57203  0.4240
H: -4.12366 -0.50458 -2.87532  0.4914

Cartesian forces (eV/Å) of the 6 atoms listed first:
W -0.54 0.42 0.07
C -0.09 0.04 0.00
O 0.10 0.05 0.01
C -0.02 -0.26 0.01
C 0.06 0.04 0.03
C -0.03 0.09 0.05

Values from the calculation:
LUMO = -0.14314 hartree
Total charge = +1
Maximum force = 0.69 eV/Å
HOMO = -10.551 eV
Relative energy (zero: lowest compared OMol25 entry of this formula, charge and spin) = 11.75 kcal/mol